ORCA calculation (wB97M-V/def2-TZVPD) on a cluster of 2 separate species, C24H37N3O4 in total in a non-equilibrium geometry.

```
! wB97M-V def2-TZVPD RIJCOSX def2/J DEFGRID3
* xyz 2 1
C -0.25 -0.35 -3.21
C -0.63 0.47 -4.16
C 0.34 1.47 -4.73
O 0.10 2.62 -4.73
O 1.51 1.01 -5.25
C 2.64 1.36 -4.41
C 3.60 0.16 -4.20
C 3.24 -0.57 -2.92
C 4.40 -1.39 -2.31
C 5.37 -0.43 -1.58
C 5.70 -1.00 -0.18
N 4.58 -0.59 0.71
C 5.03 0.54 1.53
C 3.94 1.14 2.38
O 3.00 1.86 1.58
C 2.15 2.62 2.34
O 1.09 1.79 2.86
H -0.61 -1.37 -3.18
H 0.44 -0.02 -2.45
H -1.64 0.49 -4.55
H 3.20 2.20 -4.81
H 2.26 1.69 -3.45
H 4.61 0.54 -4.21
H 3.42 -0.49 -5.05
H 2.43 -1.27 -3.14
H 2.90 0.10 -2.14
H 3.96 -2.07 -1.58
H 4.97 -1.93 -3.06
H 4.88 0.51 -1.37
H 6.27 -0.22 -2.15
H 6.64 -0.55 0.13
H 5.83 -2.08 -0.19
H 4.34 -1.37 1.31
H 5.49 1.28 0.89
H 5.79 0.16 2.22
H 4.42 1.86 3.05
H 3.42 0.40 3.00
H 2.66 3.09 3.18
H 1.69 3.39 1.74
H 1.26 1.64 3.80
C -7.97 -0.05 -1.75
N -6.89 -0.21 -0.75
C -6.27 0.88 -0.27
C -5.29 0.77 0.68
C -4.93 -0.48 1.18
C -5.58 -1.59 0.65
C -6.55 -1.43 -0.31
C -3.91 -0.63 2.25
C -4.23 -1.26 3.45
C -3.26 -1.43 4.41
N -2.01 -1.00 4.21
C -1.68 -0.37 3.07
C -2.61 -0.17 2.08
C -0.96 -1.23 5.23
H -7.57 0.49 -2.61
H -8.78 0.51 -1.29
H -8.33 -1.02 -2.06
H -6.59 1.84 -0.67
H -4.82 1.68 1.06
H -5.33 -2.59 0.97
H -7.07 -2.28 -0.74
H -5.23 -1.61 3.64
H -3.48 -1.92 5.35
H -0.65 -0.04 2.96
H -2.30 0.32 1.16
H -0.54 -0.27 5.51
H -0.20 -1.88 4.80
H -1.40 -1.71 6.10
*
```

Computed properties:
M ... 431.577 g/mol
Calculated total energy ... -38130.537 eV
E_HOMO ... -12.20 eV

ORCA calculation (wB97M-V/def2-TZVPD) on a structure of composition C6H13MnO3 in a non-equilibrium geometry.

```
! wB97M-V def2-TZVPD RIJCOSX def2/J DEFGRID3
* xyz 0 7
C 2.83 0.73 -0.75
O 2.31 0.49 0.58
C 2.26 -0.92 0.90
C 1.33 -1.53 -0.12
O 0.05 -0.98 0.38
C -1.15 -1.30 -0.28
C -2.20 -0.32 0.17
O -1.66 0.99 -0.01
C -2.60 2.03 0.16
Mn 0.32 1.07 0.78
H 2.19 -0.48 -1.38
H 3.58 1.52 -0.56
H 1.97 -0.97 1.96
H 3.27 -1.35 0.81
H 1.05 -2.35 -0.81
H -1.46 -2.33 -0.05
H -0.97 -1.22 -1.36
H -2.46 -0.46 1.23
H -3.11 -0.44 -0.43
H -2.06 2.98 0.08
H -3.37 1.97 -0.62
H -3.08 1.96 1.15
H 2.97 0.90 -1.83
*
```

Computed properties:
⟨S²⟩ ... 12.0054
M ... 188.105 g/mol
Calculated total energy ... -43884.492 eV
Relative energy (zero: lowest compared OMol25 entry of this formula, charge and spin) ... 163.5 kcal/mol
E_HOMO (spin up / spin down) ... -5.36 / -6.05 eV

- Number 2 is which compound?
  C6H13MnO3

- Look up the M of the first one.
  431.577 g/mol

- Which value of calculated total energy does entry 2 give?
  -43884.492 eV

- Look up the calculated total energy of the first one.
  -38130.537 eV